Here is a 7-piece molecular cluster, H14S7 overall from OMol25. Energies are from ωB97M-V/def2-TZVPD.

Properties
SMILES: S.S.S.S.S.S.S
E_tot (eV): -76071.6030
Molecular weight (g/mol): 238.58
LUMO energy (Ha): 0.0154
HOMO level (eV): -9.57

Geometry (Å):
S  2.787  -0.202  -5.598
H  3.894  -0.945  -5.161
H  2.766  -0.846  -6.733
S  1.202  -4.219  -0.362
H  2.481  -4.345  -0.489
H  0.780  -3.869  -1.658
S  1.632  -0.766  5.491
H  1.460  -1.369  6.565
H  2.908  -0.502  5.228
S  -0.529  1.677  2.306
H  -0.099  0.490  1.872
H  0.060  1.820  3.455
S  -6.741  -3.130  0.126
H  -7.407  -1.959  0.099
H  -6.593  -3.398  -1.211
S  3.448  5.064  2.075
H  2.440  4.817  2.906
H  4.281  4.132  2.484
S  -2.554  2.774  -3.442
H  -2.763  2.965  -4.665
H  -3.454  1.810  -3.289